No. 1
16
Properties=species:S:1:pos:R:3 method="wB97M-V/def2-TZVPD" orbital_gap_ev=6.42 energy_ha=-258.6395 relative_energy_ev=4.895
B -0.3567 -1.5466 0.3729
C -0.5184 1.2958 -1.5597
C 0.5726 1.5480 -0.8423
C -0.9704 -0.1374 0.8767
C -0.3424 0.5709 -0.2940
C -0.6515 -3.0047 0.8725
C 1.8232 2.2968 -0.6998
H -1.1063 1.4449 -2.4312
H -2.0581 -0.0132 0.9156
H -0.5749 0.2382 1.8253
H -1.3356 -3.4654 0.1589
H -1.1339 -3.0530 1.8535
H 0.2284 -3.6464 0.9011
H 2.1107 2.7638 -1.6420
H 2.6195 1.6328 -0.3612
H 1.6937 3.0756 0.0536

No. 2
16
Properties=species:S:1:pos:R:3 method="wB97M-V/def2-TZVPD" orbital_gap_ev=9.64 energy_ha=-258.7405 relative_energy_ev=2.145 smiles=C1B2C[C@H]2[C@@H]2C[C@H]12
B -0.3954 -1.0316 0.7595
C 0.5047 -2.0814 0.0988
C -1.5848 -0.0014 0.4243
C 0.3316 1.7293 -0.0202
C 1.0511 -0.6716 0.4958
C -0.6427 0.7746 -0.5775
C 0.8593 0.4160 -0.5789
H 1.0420 -2.9403 0.5786
H 0.3020 -2.1846 -0.9204
H -2.5884 -0.4391 0.1911
H -1.9019 0.8167 1.2422
H 0.3673 2.5849 -0.6722
H 0.2333 1.9169 0.9765
H 2.0397 -0.5462 1.0600
H -1.0020 1.2007 -1.5386
H 1.3843 0.4570 -1.5190

No. 3
30
Properties=species:S:1:pos:R:3 method="wB97M-V/def2-TZVPD" orbital_gap_ev=8.34 energy_ha=-26160.8501
C 21.4521 -13.8966 -18.4759
Cl 20.2672 -15.1176 -19.0717
Cl 23.1328 -14.2984 -18.8784
H 21.3019 -12.9312 -18.9591
H 21.3450 -13.7644 -17.3992
C 21.8512 -17.3037 -19.4353
Cl 23.2712 -18.3712 -19.2973
Cl 20.6582 -17.8864 -18.2285
H 22.1912 -16.2770 -19.3000
H 21.4159 -17.4313 -20.4264
C 21.5337 -9.8046 -20.1059
Cl 22.8654 -8.8856 -19.2955
Cl 21.8200 -11.5494 -19.9685
H 20.5471 -9.5545 -19.7158
H 21.5408 -9.5015 -21.1529
C 17.7874 -15.1000 -19.6465
Br 16.9324 -14.7368 -21.4099
Br 17.8950 -17.0638 -19.3904
Br 16.8984 -14.1868 -18.1357
H 18.8059 -14.7632 -19.8398
C 21.8678 -14.9830 -15.4373
Br 20.1373 -14.1261 -14.9105
Br 23.3168 -13.6012 -15.7752
Br 21.5312 -16.1757 -16.9857
H 22.1848 -15.6749 -14.6570
C 19.0821 -11.6752 -18.9342
Br 17.7732 -12.6245 -20.0378
Br 19.5125 -12.7764 -17.3457
Br 18.5136 -9.9006 -18.3371
H 19.9754 -11.5789 -19.5512

No. 4
18
Properties=species:S:1:pos:R:3 method="wB97M-V/def2-TZVPD" orbital_gap_ev="8.34 / 7.86" energy_ha=-2958.3937 relative_energy_ev=2.676
C -1.2260 -1.0748 0.3442
C 0.8681 -2.1153 0.2489
C 1.3351 -1.0309 -0.6723
C -0.6446 0.3064 0.1117
C -0.0887 1.0431 1.2759
C -1.2782 1.1460 -0.9421
O -2.4363 -1.1497 0.5008
O -0.4980 -2.1578 0.1873
Br 2.9352 -0.1696 -0.3676
H 1.2166 -3.1844 0.1926
H 1.1281 -1.9045 1.3068
H 1.2287 -1.1863 -1.6852
H -0.6570 1.9069 1.6726
H 0.9768 1.4144 1.1268
H 0.0883 0.4749 2.1724
H -0.6537 1.2737 -1.8481
H -1.3586 2.1140 -0.4669
H -2.2311 0.6137 -1.2005

No. 5
22
Properties=species:S:1:pos:R:3 method="wB97M-V/def2-TZVPD" orbital_gap_ev=8.78 charge=-1 energy_ha=-853.3273 relative_energy_ev=0.111
Cd 29.4093 -7.5159 -17.7656
C 28.4225 -5.0508 -20.8092
C 28.8099 -5.9640 -19.6806
O 29.1435 -7.1604 -19.8762
O 29.0236 -5.5870 -18.4960
H 29.1315 -4.2933 -21.1432
H 27.4937 -4.5463 -20.5426
H 28.2435 -5.7114 -21.6575
C 26.3743 -7.9680 -15.1716
C 27.5502 -7.7994 -16.1322
O 27.5567 -8.3638 -17.2376
O 28.6323 -7.3079 -15.7889
H 26.4099 -8.7664 -14.4303
H 25.6080 -8.3549 -15.8432
H 26.1529 -7.0204 -14.6806
C 33.0653 -9.2049 -17.7491
C 31.7795 -8.4863 -17.4542
O 30.7789 -9.1016 -17.6560
O 31.6376 -7.2567 -17.3806
H 33.1059 -10.1755 -17.2547
H 33.9030 -8.6711 -17.3004
H 33.1266 -9.3333 -18.8298

No. 6
22
Properties=species:S:1:pos:R:3 method="wB97M-V/def2-TZVPD" spin_multiplicity=3 orbital_gap_ev="6.11 / 6.13" charge=+1 energy_ha=-1285.1209
O -1.2057 -1.4239 2.0439
C -1.7101 -0.1549 2.0090
C -2.3634 0.1655 0.7819
O -1.9382 -0.5210 -0.3531
Mg -0.4286 -1.7170 0.2843
H -2.2353 0.1745 2.9192
H -3.4556 0.2681 0.7738
O -0.0678 1.4505 -1.5713
C 0.0689 1.7985 -0.2611
C 0.9904 1.0578 0.6187
O 1.1766 -0.3139 0.2601
C 2.0909 -0.6480 -0.8026
C 1.5142 -1.8319 -1.4983
O 0.1865 -1.7983 -1.7017
Ce -1.1145 -0.1715 -2.2840
H 0.2093 2.8834 -0.0992
H 1.9808 1.5201 0.6825
H 3.0903 -0.8521 -0.3918
H 2.1458 0.2370 -1.4620
H 2.1389 -2.4829 -2.1169
H 0.1336 0.8739 1.7597
H -1.2069 1.4863 0.4088

No. 7
23
Properties=species:S:1:pos:R:3 method="wB97M-V/def2-TZVPD" spin_multiplicity=8 orbital_gap_ev="6.55 / 2.06" charge=+4 energy_ha=-2838.9900 relative_energy_ev=0.000
Ir 5.6519 2.0283 -4.7874
Er 0.2590 -0.3424 -1.1052
Cl 3.6760 1.0055 -5.3133
Cl 0.5085 2.0286 -0.6610
C -0.3457 -0.9796 1.0735
C 6.5112 1.8421 -6.4150
C 6.6608 2.7969 -3.4311
O -0.8150 -1.4096 2.0415
O 6.9652 1.6522 -7.4767
O 7.3083 3.2312 -2.5673
C -3.7858 -1.6111 -1.2559
P -2.3282 -0.6018 -0.8917
C -1.8282 0.2769 -2.4573
C -2.9443 0.8571 0.0207
H -3.5155 -2.4963 -1.8710
H -4.5960 -1.0541 -1.7670
H -4.1684 -1.9952 -0.2840
H -2.8082 0.5902 -2.8604
H -1.2391 1.2038 -2.2150
H -1.2918 -0.3719 -3.1860
H -3.7310 1.3216 -0.6079
H -3.3822 0.4850 0.9586
H -2.1838 1.6115 0.2686

No. 8
19
Properties=species:S:1:pos:R:3 method="wB97M-V/def2-TZVPD" orbital_gap_ev=9.44 charge=+1 energy_ha=-1263.5911 relative_energy_ev=0.930
C 0.5005 1.4377 -0.6267
C 1.5019 1.3438 1.3878
C 0.7875 -0.7581 0.5944
C 0.1967 0.0027 -0.6856
C -2.1839 -0.6887 -0.1633
C -1.1429 -0.4505 -1.2664
N 1.0726 2.0451 0.3698
N 1.5697 0.0532 1.4400
Cl 1.8372 -2.1817 0.1232
Cl 1.5923 0.0919 -1.8672
H -0.0126 2.0061 -1.3508
H 1.9160 1.9107 2.1672
H 0.0502 -1.4113 1.2317
H -1.8303 -1.4162 0.5503
H -3.1287 -1.0112 -0.6021
H -2.5168 0.2928 0.3686
H -1.4839 0.2880 -1.9417
H -0.8718 -1.3428 -1.8406
H 2.1465 -0.2112 2.1113

No. 9
19
Properties=species:S:1:pos:R:3 method="wB97M-V/def2-TZVPD" orbital_gap_ev=9.92 charge=+1 energy_ha=-858.2445 relative_energy_ev=0.000
C -1.2305 1.8546 -0.0338
C 0.1318 1.9105 -0.0665
C -1.9043 0.6077 0.0022
C -1.0896 -0.5602 0.0032
C 0.2669 -0.4319 -0.0281
C 1.8124 -1.8801 0.0192
N 0.8445 0.7695 -0.0596
N -3.2291 0.5271 0.0325
N 2.9531 -1.1529 0.0427
Cl -1.8366 -2.1191 0.0468
H -1.8071 2.7653 -0.0386
H 0.6733 2.8428 -0.0980
H 1.5054 -2.3651 0.9330
H 1.5567 -2.3876 -0.8978
H 1.8671 0.7752 -0.0768
H -3.8062 1.3496 0.0604
H -3.6663 -0.3810 0.0387
H 3.5130 -1.0854 -0.7932
H 3.4453 -1.0392 0.9138

No. 10
21
Properties=species:S:1:pos:R:3 method="wB97M-V/def2-TZVPD" orbital_gap_ev="5.15 / 5.15" charge=+1 energy_ha=-1008.6018 relative_energy_ev=2.452 smiles="COC1=C(N)NC[C@@H]([N+]#CCl)O1"
C 1.3121 -0.6270 0.9140
C -1.1887 0.5100 0.4060
C -0.2309 0.3869 -0.5676
C 0.4610 -0.1055 2.0821
C 1.1241 -3.0292 0.0976
C 0.4925 1.2995 -2.6325
N 1.1335 -2.1024 0.8362
N -0.9180 0.0186 1.6641
N -2.4220 1.0214 0.1443
O 1.0611 -0.0328 -0.2779
O -0.5030 0.6100 -1.8701
Cl 1.1235 -4.1107 -1.0549
H 2.3797 -0.5039 1.1400
H 0.5191 -0.8149 2.9097
H 0.8846 0.8575 2.4019
H 0.6376 2.3093 -2.2466
H 0.1003 1.3450 -3.6454
H 1.4386 0.7600 -2.6166
H -1.5699 0.2699 2.3920
H -2.6458 1.1465 -0.8300
H -3.1894 0.7919 0.7536

No. 11
16
Properties=species:S:1:pos:R:3 method="wB97M-V/def2-TZVPD" orbital_gap_ev=11.27 energy_ha=-333.7691 relative_energy_ev=2.374 smiles="CC(C)C1(F)C=C1"
C 2.3216 -0.4733 0.7586
C 2.5298 0.7703 0.3559
C 1.3187 -0.0371 -0.1326
C -0.8458 1.0959 -0.8440
C -0.7514 -1.3576 0.0874
C -0.1490 0.0593 0.1329
F 1.4118 -0.4489 -1.4630
H 2.9690 -1.2661 1.1605
H 3.0984 1.6306 0.4623
H -0.5667 1.0858 -1.8355
H -0.5962 2.1638 -0.5180
H -1.9040 0.9467 -0.7959
H -0.6745 -1.7562 -0.9326
H -1.7123 -1.3824 0.4867
H -0.0663 -2.0793 0.7171
H -0.5006 0.4707 1.1223

No. 12
19
Properties=species:S:1:pos:R:3 method="wB97M-V/def2-TZVPD" orbital_gap_ev=10.23 charge=+1 energy_ha=-542.9222 relative_energy_ev=1.587
C -1.8232 0.8275 -0.6092
C 0.0156 -0.7778 -0.2285
C 2.8078 -1.0643 -0.3715
C 1.5170 -0.3753 -0.8563
C 2.4919 0.3397 0.0885
C -1.6592 1.9043 0.4244
N -1.1146 -0.1986 -0.5084
N 0.0820 -1.7804 0.6736
F 2.1447 0.6223 1.3164
F 2.9626 1.4582 -0.4618
H -2.5668 0.7173 -1.2599
H 2.6714 -1.7520 0.3287
H 3.4503 -1.1595 -1.2142
H 1.3417 -0.0659 -1.9085
H -2.2664 2.7038 0.0188
H -2.0701 1.5431 1.3875
H -0.6887 2.3493 0.5865
H 0.9054 -1.8807 1.2594
H -0.7268 -2.0809 1.1652

No. 13
20
Properties=species:S:1:pos:R:3 method="wB97M-V/def2-TZVPD" spin_multiplicity=3 orbital_gap_ev="7.67 / 8.99" energy_ha=-642.9652
C 1.8409 -0.1889 0.5455
C 0.9488 0.7342 1.0518
C 0.5703 0.6689 -1.1309
C -2.7791 0.8672 1.5692
C 2.0774 -1.3762 -1.6203
C -2.3077 -0.1440 0.6342
N 1.5162 -0.4670 -0.7106
N 0.0837 1.1209 0.0901
F 1.2762 1.6629 -1.7563
F -1.8594 -1.3002 1.1226
F -2.8743 -0.2656 -0.5633
H 2.5859 -0.5516 1.1867
H 0.6561 1.0797 2.0202
H -0.1142 0.2655 -1.9528
H -3.9257 1.0149 1.4002
H -2.5846 0.4562 2.5884
H -2.0989 1.7271 1.4140
H 3.1353 -1.2560 -2.0991
H 2.3400 -2.4395 -1.2287
H 1.5132 -1.6085 -2.5608

No. 14
21
Properties=species:S:1:pos:R:3 method="wB97M-V/def2-TZVPD" orbital_gap_ev=10.72 charge=+2 energy_ha=-1040.5948 relative_energy_ev=0.000
C -0.8265 0.2484 0.1518
C 1.5124 -0.0165 -0.1186
C 2.8449 -0.5499 -0.1742
C 0.2972 -2.2103 0.1489
C -1.1147 2.7196 -0.3138
C -2.2698 -0.3985 0.3605
N 0.3755 -0.7283 0.1503
N -0.4300 1.4442 -0.0848
F -2.4431 -1.3707 -0.5711
F -2.3483 -0.7563 1.5707
F -3.2008 0.5214 0.0746
S 1.2121 1.6407 -0.2825
H 3.4285 -0.0759 0.6816
H 2.8700 -1.6360 -0.0682
H 3.4369 -0.1433 -1.0685
H 1.0091 -2.6139 0.7977
H -0.7350 -2.4663 0.6723
H 0.4783 -2.5438 -0.8467
H -2.2478 2.5597 -0.0861
H -0.8437 3.4874 0.3642
H -1.0051 2.8882 -1.3581

No. 15
18
Properties=species:S:1:pos:R:3 method="wB97M-V/def2-TZVPD" orbital_gap_ev=8.32 energy_ha=-443.3159 relative_energy_ev=1.497 smiles="C=C/C(C)=C(/N)C#N.F"
C 0.5663 0.5228 -1.9832
C 0.1832 1.7844 0.6801
C 0.1681 0.3208 0.4265
C 0.7335 2.7747 -0.0496
C 0.1266 -0.5085 1.6601
C 0.3095 -0.1861 -0.8273
N 1.0838 0.9627 -2.9237
N 0.3918 -1.5534 -0.8672
F -2.4117 -2.9189 -0.1129
H -0.4386 2.1549 1.5237
H 1.2900 2.3109 -0.9581
H -2.9635 -3.6639 -0.4499
H 0.7335 3.8327 0.1246
H 0.5072 -1.4704 1.5283
H 0.6991 0.1010 2.4952
H -0.9488 -0.5755 2.0331
H -0.4335 -2.0739 -0.4269
H 0.4034 -1.8141 -1.8729

No. 16
18
Properties=species:S:1:pos:R:3 method="wB97M-V/def2-TZVPD" orbital_gap_ev=7.91 charge=+1 energy_ha=-463.5390 relative_energy_ev=2.600
C -0.3996 1.5954 0.0891
C -1.7428 1.7830 -0.2253
C 0.3080 0.4517 -0.2908
C -2.8027 0.8204 -0.3049
C 1.5542 0.0036 -0.0390
C -2.7874 -0.4684 0.1259
N 1.9972 -1.4347 -0.4385
O -1.8414 -0.9125 0.8945
F -3.9394 -1.1508 0.1332
H 0.1360 2.5210 0.3197
H -2.0707 2.8220 -0.2952
H -0.2587 -0.2189 -0.8676
H -3.7349 1.1729 -0.7293
H 2.2514 0.5242 0.5954
H 1.0104 -1.8826 -0.4164
H 2.4994 -1.9674 0.2298
H 2.6157 -1.5859 -1.3170
H -2.1414 -1.7080 1.4567

No. 17
17
Properties=species:S:1:pos:R:3 method="wB97M-V/def2-TZVPD" orbital_gap_ev=7.93 energy_ha=-732.0085 relative_energy_ev=1.586 smiles="CC/C=C(/C=S)CF"
C 1.8881 -1.6731 0.4401
C 1.3118 -0.3729 -0.1691
C -0.1703 -0.4962 -0.1386
C -1.0746 0.5082 -0.1631
C -0.6054 1.9090 -0.2777
C -2.5087 0.3150 -0.0204
H 2.9917 -1.6974 0.5722
H 1.6759 -2.6031 -0.1168
H 1.3561 -1.8171 1.4129
H 1.7295 -0.1636 -1.1776
H 1.6478 0.4603 0.4919
H -0.5575 -1.5113 -0.1173
H -1.3333 2.5206 -0.6026
H 0.2432 1.9443 -0.9894
H -3.0880 1.2375 -0.3587
F -0.2096 2.4628 0.8959
S -3.2968 -1.0230 0.3183

No. 18
22
Properties=species:S:1:pos:R:3 method="wB97M-V/def2-TZVPD" spin_multiplicity=6 orbital_gap_ev="7.43 / 7.23" energy_ha=-2073.9775 relative_energy_ev=0.569
O 0.3535 -1.5366 2.2566
C -0.1397 -0.3332 2.7516
C -1.4940 -0.0086 2.1427
O -1.5764 -0.3881 0.7919
Mg 0.0519 -1.4760 0.3547
H -0.2210 -0.3216 3.8549
H -2.2696 -0.5836 2.6817
O -0.7203 1.9325 -1.0006
C 0.2685 2.1898 -0.1608
C 1.3424 1.3633 0.0788
O 1.3342 0.0431 -0.4065
C 1.5206 -0.1483 -1.8286
C 0.6498 -1.2967 -2.2064
O -0.5666 -1.3165 -1.6360
Fe -1.6200 0.2495 -0.9825
H 0.4336 3.2463 0.1052
H 2.3262 1.7361 0.3593
H 2.5809 -0.3391 -2.0478
H 1.2210 0.7957 -2.3198
H 0.8253 -1.8653 -3.1239
H 0.5942 0.5980 2.4025
H -1.4918 1.1984 2.1055

No. 19
16
Properties=species:S:1:pos:R:3 method="wB97M-V/def2-TZVPD" orbital_gap_ev="7.92 / 8.12" energy_ha=-531.5062 relative_energy_ev=4.013
C 1.2583 -0.8727 -0.8247
C 0.0159 -1.2576 -1.1371
C 0.8298 0.5197 -0.6541
C -0.5724 0.0119 -0.9696
C 1.1246 1.1946 0.6958
C -1.7821 -0.7083 1.2401
I -2.1461 1.0273 -1.8166
H 2.3108 -1.2838 -0.7651
H -0.5232 -2.2411 -1.4021
H 1.2872 1.1844 -1.3936
H 2.0840 1.7726 0.6616
H 1.0607 0.5820 1.6075
H 0.5310 2.0771 0.8048
H -0.7649 -0.5760 1.5460
H -2.3510 -1.5830 1.0463
H -2.3625 0.1530 1.3608

No. 20
19
Properties=species:S:1:pos:R:3 method="wB97M-V/def2-TZVPD" orbital_gap_ev=6.01 energy_ha=-1325.8784 relative_energy_ev=2.849
C -0.0204 0.7485 0.2683
C 0.1011 -0.2911 -0.5534
C -1.3503 1.3622 0.2226
C -2.1994 0.2405 -0.3993
C 1.9811 -1.2945 0.6608
C 1.3872 -0.9709 -0.8635
N -1.1520 -0.7471 -0.8355
P 1.4226 1.9067 1.6284
S 0.2588 2.8084 2.8952
I -1.4069 -1.7556 -2.6986
H -1.6475 1.5933 1.2039
H -1.3081 2.2343 -0.4979
H -2.8491 -0.3521 0.3089
H -2.9670 0.5913 -1.1275
H 1.8217 -0.3264 1.0368
H 3.0884 -1.5789 0.5433
H 1.3373 -2.0913 1.0946
H 1.3646 -1.8027 -1.5321
H 2.1378 -0.2744 -1.3549